{"formula": "C8H11NO2S2", "method": "ωB97M-V/def2-TZVPD", "e_above_lowest_ev": 0.000, "total_energy_ev": -35729.10175, "smiles": "C/C(S)=C\\N.c1ccsc1.O=C=O", "e_lumo_ev": 0.43, "gap_ev": 7.98, "symbols": ["C", "C", "S", "C", "N", "H", "H", "H", "H", "H", "H", "H", "C", "C", "C", "S", "C", "H", "H", "H", "H", "O", "C", "O"], "coordinates": [[2.505, -2.559, -1.026], [2.160, -1.008, -0.947], [3.537, -0.124, -0.238], [0.967, -0.398, -1.051], [-0.174, -1.054, -1.455], [3.250, -2.656, -1.839], [1.557, -3.081, -1.350], [2.815, -2.840, -0.032], [4.499, -0.398, -1.123], [0.895, 0.546, -0.588], [-0.204, -2.062, -1.757], [-0.999, -0.467, -1.469], [-0.648, 2.387, 1.963], [0.034, 1.157, 2.227], [-0.687, 0.060, 1.781], [-2.287, 0.545, 1.262], [-1.894, 2.192, 1.405], [-0.350, 3.430, 2.141], [1.097, 0.989, 2.525], [-0.389, -0.976, 1.971], [-2.454, 2.999, 1.111], [-5.156, 1.808, -0.647], [-4.425, 1.089, -1.165], [-3.651, 0.421, -1.698]], "forces_ev_per_angstrom": [[-2.215, 2.258, -1.808], [1.316, -1.427, 0.495], [-0.410, 0.424, 0.460], [1.009, -2.679, -0.045], [-0.570, -0.318, -0.201], [-0.140, -0.437, 0.765], [1.144, 0.078, 0.461], [0.324, -0.422, 0.012], [-0.068, -0.092, -0.309], [-0.496, 1.294, -0.237], [0.072, 2.117, 0.557], [-0.024, -0.790, -0.174], [-0.572, 0.198, -0.201], [0.507, -0.881, -1.039], [-0.274, 0.868, 1.255], [0.937, -0.466, -0.093], [2.363, -1.236, 1.337], [0.377, -0.804, 0.018], [-1.103, 0.557, 0.034], [-0.385, 0.415, -0.445], [-1.790, 1.380, -0.686], [-0.805, 0.472, 0.573], [0.512, 0.132, -0.304], [0.291, -0.639, -0.423]]}